Record 1
DFT (ωB97M-V/def2-TZVPD) results for an isolated ion of composition C5H7N2 and charge +1 in a non-equilibrium geometry.

Calculated values
E_tot (eV): -8266.45706
ΔE to the lowest compared entry with this formula, charge and spin (kJ/mol): 609.80
Strongest force on any atom (eV Å⁻¹): 5.36
Multiplicity: 1
Charge: +1
E_LUMO (spin up / spin down) (Ha): -0.2629 / -0.2630
Gap between HOMO and LUMO (spin up / spin down) (eV): 7.8 / 7.8

Last column: Mulliken charge in e.
Geometry (Å):
C (-1.419, 1.367, -0.223)  -0.219
C (-2.014, -0.805, 0.327)  0.095
C (-0.076, 1.097, -0.041)  0.375
C (1.146, 0.886, 0.199)  0.019
C (2.094, -0.276, -0.256)  -0.906
N (-2.286, 0.442, -0.039)  -0.334
N (-0.940, -1.489, 0.037)  -0.473
H (-1.667, 2.334, -0.598)  0.398
H (-2.838, -1.248, 0.776)  0.462
H (1.827, 1.735, 0.657)  0.323
H (1.689, -0.634, -1.108)  0.365
H (1.965, -0.966, 0.575)  0.286
H (3.203, -0.011, -0.435)  0.365
H (-0.685, -2.432, 0.129)  0.245


Record 2
DFT (ωB97M-V/def2-TZVPD) results for an isolated ion of composition C26H48FIN5O4S and charge +1 in a non-equilibrium geometry.

Calculated values
E_tot (eV): -65023.42943
Strongest force on any atom (eV Å⁻¹): 2.84
Multiplicity: 1
Charge: +1
E_LUMO (Ha): -0.1384
SMILES: CC[C@H](I)[C@]1(CCCCCCCSc2nnco2)NC(N(CCC(C)C)[C@@H](C)F)=[N+](OC[C@H](C)O)[C@@H](C)O1
Gap between HOMO and LUMO (eV): 7.2

Last column: Mulliken charge in e.
Geometry (Å):
C (-0.044, -2.411, -5.988)  -1.491
C (-0.662, -1.080, -5.565)  -0.010
C (0.257, -0.024, -4.894)  -0.882
I (2.327, -0.316, -5.445)  0.137
C (0.088, 0.016, -3.360)  0.309
C (0.685, 1.367, -2.908)  -1.130
C (-0.316, 2.535, -2.941)  -1.252
C (-1.089, 2.882, -1.677)  -0.621
C (-0.208, 3.216, -0.463)  0.691
C (-1.068, 3.990, 0.552)  -1.107
C (-0.589, 3.973, 2.008)  -0.886
C (-1.199, 2.927, 2.920)  0.627
S (-1.345, 3.627, 4.613)  -0.218
C (-0.346, 2.679, 5.635)  0.602
N (0.170, 3.085, 6.712)  -0.387
N (0.893, 2.074, 7.234)  -0.472
C (0.790, 1.095, 6.440)  -0.124
O (0.010, 1.404, 5.415)  -0.257
N (0.800, -1.110, -2.766)  0.904
C (0.476, -1.264, -1.428)  -0.994
N (1.412, -1.299, -0.545)  0.776
C (1.156, -1.420, 0.892)  -0.707
C (1.573, -0.189, 1.682)  0.683
C (1.869, -0.574, 3.132)  1.087
C (1.728, 0.719, 3.950)  -2.201
C (3.328, -1.055, 3.293)  -1.705
C (2.852, -1.228, -0.894)  0.429
C (3.347, -2.447, -1.633)  -1.313
F (3.148, -0.067, -1.515)  -0.324
N (-0.885, -1.369, -1.077)  0.940
O (-1.011, -2.739, -0.723)  -0.395
C (-1.985, -3.065, 0.292)  -1.336
C (-2.462, -2.002, 1.239)  1.249
C (-2.639, -2.675, 2.606)  -1.813
O (-3.732, -1.517, 0.849)  -0.567
C (-1.660, -1.178, -2.345)  -0.075
C (-3.139, -1.091, -2.104)  -1.590
O (-1.289, -0.009, -2.987)  -0.318
H (0.483, -2.352, -6.925)  0.421
H (0.565, -2.870, -5.221)  0.317
H (-0.864, -3.105, -6.149)  0.432
H (-1.484, -1.314, -4.900)  -0.020
H (-1.067, -0.614, -6.452)  0.506
H (-0.023, 0.950, -5.257)  0.662
H (1.153, 1.327, -1.927)  0.240
H (1.471, 1.619, -3.602)  0.501
H (-1.002, 2.344, -3.756)  0.429
H (0.269, 3.421, -3.154)  0.523
H (-1.763, 2.084, -1.388)  0.153
H (-1.730, 3.733, -1.888)  0.513
H (0.069, 2.284, 0.026)  -0.666
H (0.659, 3.808, -0.732)  0.416
H (-1.099, 5.029, 0.245)  0.371
H (-2.078, 3.601, 0.498)  0.419
H (0.492, 3.954, 2.091)  0.291
H (-0.902, 4.922, 2.430)  0.642
H (-2.207, 2.685, 2.620)  0.438
H (-0.589, 2.034, 3.000)  -0.676
H (1.273, 0.156, 6.577)  0.609
H (0.656, -1.974, -3.281)  0.297
H (0.142, -1.693, 1.128)  -0.287
H (1.778, -2.238, 1.242)  0.282
H (2.500, 0.212, 1.286)  0.749
H (0.836, 0.606, 1.644)  -1.315
H (1.202, -1.349, 3.494)  0.507
H (0.712, 1.097, 3.911)  0.202
H (2.070, 0.553, 4.960)  0.705
H (2.355, 1.454, 3.460)  0.333
H (3.862, -1.102, 2.349)  0.351
H (3.373, -2.016, 3.783)  0.331
H (3.876, -0.354, 3.903)  0.519
H (3.394, -1.214, 0.040)  0.295
H (3.504, -3.232, -0.900)  0.385
H (2.636, -2.813, -2.353)  0.208
H (4.279, -2.233, -2.131)  0.431
H (-2.864, -3.488, -0.182)  0.523
H (-1.548, -3.857, 0.880)  0.488
H (-1.773, -1.177, 1.406)  0.117
H (-3.305, -3.523, 2.548)  0.335
H (-3.009, -1.922, 3.276)  0.468
H (-1.654, -2.942, 2.985)  0.396
H (-3.902, -0.690, 1.311)  0.398
H (-1.511, -2.070, -2.953)  0.434
H (-3.331, -0.265, -1.433)  0.228
H (-3.520, -1.996, -1.657)  0.351
H (-3.623, -0.930, -3.054)  0.490


Record 3
DFT (ωB97M-V/def2-TZVPD) results for C43H55BN7OTeTi as an isolated structure.

Calculated values
E_tot (eV): -89046.26090
Strongest force on any atom (eV Å⁻¹): 0.64
Multiplicity: 1
Charge: +1
E_LUMO (Ha): -0.1202
Gap between HOMO and LUMO (eV): 6.9

Last column: Mulliken charge in e.
Geometry (Å):
Ti (-1.047, -0.895, -0.859)  0.378
C (0.692, 1.489, -4.830)  -1.699
C (0.306, 0.105, -4.305)  2.177
C (0.703, -0.983, -5.306)  -1.682
C (-1.167, 0.046, -4.034)  -0.351
C (-2.209, 0.303, -4.930)  -0.905
C (-3.365, 0.089, -4.212)  -0.709
N (-3.038, -0.268, -2.967)  -0.026
N (-1.679, -0.300, -2.847)  1.155
B (-3.945, -0.867, -1.870)  0.219
N (-3.691, -0.069, -0.539)  -0.115
C (-4.648, 0.562, 0.137)  -0.771
C (-4.097, 1.617, 0.831)  -0.954
C (-2.741, 1.609, 0.516)  -0.884
N (-2.474, 0.537, -0.273)  1.099
C (-1.820, 2.768, 0.758)  4.629
C (-2.239, 3.569, 1.989)  -2.253
C (-1.849, 3.661, -0.494)  -1.662
N (-3.523, -2.332, -1.713)  -0.272
C (-4.225, -3.454, -1.876)  -0.633
C (-3.352, -4.519, -1.852)  -1.090
C (-2.085, -3.961, -1.662)  -0.051
N (-2.203, -2.626, -1.573)  0.874
C (-0.784, -4.712, -1.628)  2.138
C (-0.650, -5.506, -0.327)  -1.514
C (-0.677, -5.645, -2.837)  -1.655
H (1.775, 1.566, -4.945)  0.417
H (0.356, 2.287, -4.166)  0.318
H (0.241, 1.661, -5.810)  0.439
H (0.826, -0.093, -3.368)  -1.096
H (0.212, -0.823, -6.268)  0.383
H (0.426, -1.976, -4.947)  0.299
H (1.781, -0.967, -5.472)  0.454
H (-2.127, 0.609, -5.959)  0.585
H (-4.400, 0.154, -4.506)  0.492
H (-5.099, -0.791, -2.175)  -0.137
H (-5.674, 0.245, 0.041)  0.560
H (-4.615, 2.334, 1.443)  0.564
H (-0.800, 2.414, 0.888)  -2.221
H (-3.195, 4.070, 1.821)  0.634
H (-1.500, 4.344, 2.194)  0.313
H (-2.324, 2.941, 2.877)  0.396
H (-2.838, 4.105, -0.622)  0.430
H (-1.611, 3.096, -1.397)  0.182
H (-1.123, 4.469, -0.392)  0.433
H (-5.293, -3.414, -2.018)  0.513
H (-3.592, -5.561, -1.980)  0.544
H (0.026, -3.989, -1.704)  -0.689
H (-1.460, -6.234, -0.250)  0.390
H (-0.695, -4.855, 0.544)  0.239
H (0.297, -6.050, -0.314)  0.424
H (-1.469, -6.397, -2.824)  0.341
H (0.278, -6.171, -2.816)  0.474
H (-0.748, -5.097, -3.777)  0.325
C (-1.656, 2.604, 6.909)  -1.664
C (-1.100, 2.162, 5.583)  0.656
C (-0.242, 2.967, 4.853)  -0.679
C (0.282, 2.585, 3.618)  1.381
C (1.054, 3.649, 2.870)  -2.032
C (-0.030, 1.308, 3.139)  0.441
Te (0.846, 0.362, 1.444)  1.023
N (-0.514, -2.267, 0.350)  -0.083
C (0.615, -2.191, -0.252)  -0.229
O (0.681, -1.222, -1.285)  -0.218
C (1.863, -2.912, 0.023)  1.067
C (1.937, -3.701, 1.168)  -0.658
C (3.112, -4.370, 1.459)  -1.066
C (4.207, -4.253, 0.607)  -0.468
C (4.131, -3.463, -0.534)  -0.898
C (2.959, -2.783, -0.826)  -0.289
C (2.455, 1.596, 0.869)  -0.310
C (2.479, 2.253, -0.360)  0.861
C (1.362, 2.251, -1.371)  -0.829
C (3.631, 2.958, -0.711)  -0.752
C (4.740, 3.016, 0.114)  0.607
C (5.974, 3.786, -0.276)  -1.612
C (4.689, 2.333, 1.326)  -0.804
C (3.572, 1.618, 1.726)  0.991
C (3.640, 0.905, 3.058)  -1.681
C (-0.926, 0.482, 3.832)  0.486
C (-1.389, -0.870, 3.340)  -1.853
C (-1.452, 0.934, 5.035)  -0.961
H (-1.225, 3.553, 7.223)  0.391
H (-1.450, 1.864, 7.683)  0.365
H (-2.740, 2.726, 6.858)  0.339
H (0.010, 3.953, 5.229)  0.345
H (0.534, 4.602, 2.982)  0.574
H (1.148, 3.446, 1.810)  0.176
H (2.060, 3.783, 3.275)  0.475
H (1.077, -3.770, 1.820)  0.448
H (3.181, -4.979, 2.350)  0.489
H (5.125, -4.778, 0.837)  0.443
H (4.986, -3.376, -1.192)  0.480
H (2.888, -2.154, -1.704)  0.565
H (0.455, 1.778, -1.000)  -1.124
H (1.680, 1.715, -2.266)  0.436
H (1.108, 3.269, -1.673)  0.721
H (3.651, 3.477, -1.664)  0.402
H (5.853, 4.265, -1.247)  0.363
H (6.843, 3.128, -0.327)  0.343
H (6.196, 4.561, 0.459)  0.356
H (5.549, 2.362, 1.988)  0.487
H (4.261, 1.469, 3.754)  0.470
H (4.094, -0.082, 2.935)  0.319
H (2.671, 0.761, 3.529)  0.185
H (-0.781, -1.298, 2.540)  -0.228
H (-2.416, -0.802, 2.971)  0.257
H (-1.383, -1.593, 4.156)  0.561
H (-2.148, 0.292, 5.568)  0.486


> Which formula does entry 3 have?

C43H55BN7OTeTi


> Look up the charge of the third one.

+1